Entry 1:
{"formula": "C36H36N2O4S2", "method": "wB97M-V/def2-TZVPD", "symbols": ["C", "C", "N", "C", "C", "C", "C", "C", "C", "C", "C", "C", "C", "N", "C", "C", "C", "C", "C", "C", "C", "C", "C", "C", "C", "H", "H", "H", "H", "H", "H", "H", "H", "H", "H", "H", "H", "H", "H", "H", "H", "H", "H", "H", "H", "H", "H", "H", "H", "H", "C", "C", "C", "C", "S", "C", "S", "C", "C", "C", "C", "C", "C", "O", "O", "O", "O", "C", "C", "H", "H", "H", "H", "H", "H", "H", "H", "H", "H", "H"], "positions_angstrom": [[4.381, -3.093, 3.821], [5.536, -2.141, 3.514], [5.150, -0.776, 3.754], [6.071, 0.307, 4.028], [5.164, 1.564, 4.071], [3.780, 1.037, 3.903], [2.537, 1.621, 3.925], [1.363, 0.822, 3.700], [0.101, 1.456, 3.788], [-1.157, 0.838, 3.981], [-2.338, 1.638, 3.790], [-3.582, 1.068, 3.908], [-3.672, -0.314, 4.166], [-4.951, -0.741, 4.116], [-5.330, -2.116, 4.301], [-4.166, -3.053, 3.978], [-2.812, -2.608, 4.552], [-2.563, -1.145, 4.380], [-1.320, -0.532, 4.380], [-5.870, 0.333, 3.799], [-4.969, 1.594, 3.759], [1.528, -0.566, 3.382], [2.768, -1.182, 3.441], [3.871, -0.352, 3.689], [3.022, -2.643, 3.262], [4.627, -4.079, 3.418], [4.292, -3.183, 4.910], [6.404, -2.370, 4.146], [5.839, -2.280, 2.460], [6.572, 0.159, 4.999], [6.853, 0.384, 3.259], [5.293, 2.099, 5.018], [5.445, 2.244, 3.257], [2.430, 2.687, 4.126], [0.107, 2.548, 3.761], [-2.235, 2.694, 3.542], [-5.649, -2.294, 5.344], [-6.187, -2.328, 3.647], [-4.408, -4.051, 4.352], [-4.071, -3.112, 2.887], [-2.758, -2.881, 5.616], [-2.024, -3.171, 4.038], [-0.459, -1.124, 4.691], [-6.339, 0.164, 2.815], [-6.676, 0.417, 4.541], [-5.245, 2.262, 4.587], [-5.111, 2.143, 2.822], [0.670, -1.165, 3.075], [2.964, -2.904, 2.196], [2.237, -3.213, 3.773], [-1.293, 6.878, 3.618], [-2.280, 5.902, 3.449], [-2.404, 5.249, 2.221], [-1.524, 5.557, 1.183], [-1.610, 4.639, -0.361], [-0.849, 3.195, 0.062], [-0.227, 2.012, -1.005], [0.325, 2.924, -2.463], [-0.586, 3.266, -3.464], [-0.164, 4.020, -4.559], [1.170, 4.429, -4.650], [2.082, 4.078, -3.651], [1.659, 3.317, -2.561], [0.958, 1.492, -0.351], [-1.258, 1.122, -1.488], [-3.014, 4.430, -0.639], [-0.798, 5.436, -1.257], [-0.556, 6.548, 1.340], [-0.437, 7.206, 2.565], [-1.196, 7.388, 4.575], [-2.958, 5.641, 4.263], [-3.182, 4.505, 2.061], [-0.649, 3.058, 1.114], [-1.621, 2.942, -3.388], [-0.892, 4.284, -5.329], [1.495, 5.028, -5.500], [3.125, 4.396, -3.697], [2.353, 3.037, -1.772], [0.098, 6.801, 0.511], [0.334, 7.968, 2.679]], "lowdin_charge": [-0.16, -0.14, -0.06, -0.11, -0.08, -0.14, 0.06, -0.18, 0.08, -0.18, 0.07, -0.13, -0.12, -0.06, -0.14, -0.16, -0.13, -0.13, 0.05, -0.11, -0.08, 0.05, -0.13, -0.12, -0.13, 0.12, 0.12, 0.13, 0.14, 0.13, 0.13, 0.12, 0.13, 0.13, 0.13, 0.11, 0.13, 0.13, 0.12, 0.12, 0.13, 0.12, 0.12, 0.13, 0.13, 0.13, 0.13, 0.13, 0.13, 0.12, -0.10, -0.10, -0.09, -0.27, 0.59, -0.42, 0.59, -0.28, -0.07, -0.08, -0.09, -0.09, -0.07, -0.38, -0.35, -0.35, -0.35, -0.05, -0.08, 0.10, 0.10, 0.10, 0.02, 0.12, 0.10, 0.10, 0.10, 0.11, 0.11, 0.10], "total_energy_ev": -70753.58140}



Entry 2:
{"formula": "C36H36N5O2S6SbW", "method": "wB97M-V/def2-TZVPD", "symbols": ["W", "C", "C", "C", "C", "C", "N", "C", "C", "C", "C", "C", "C", "C", "N", "C", "C", "C", "N", "C", "C", "N", "C", "C", "C", "N", "H", "H", "H", "H", "H", "H", "H", "H", "H", "H", "H", "H", "H", "H", "H", "H", "H", "H", "O", "S", "C", "C", "C", "C", "S", "O", "C", "C", "C", "C", "C", "C", "C", "C", "C", "C", "C", "C", "H", "H", "H", "H", "H", "H", "H", "H", "H", "H", "H", "H", "H", "H", "H", "H", "H", "H", "S", "Sb", "S", "S", "S"], "positions_angstrom": [[-1.991, -0.516, 1.274], [1.366, -4.984, 5.355], [1.100, -3.827, 4.432], [1.403, -2.521, 4.811], [1.071, -1.436, 4.023], [0.443, -1.609, 2.786], [-0.032, -0.547, 1.999], [0.852, 0.529, 1.949], [2.192, 0.357, 1.572], [3.066, 1.421, 1.492], [2.642, 2.730, 1.755], [3.572, 3.901, 1.584], [1.330, 2.910, 2.154], [0.470, 1.823, 2.285], [-0.813, 2.037, 2.868], [-1.103, 2.940, 3.826], [-2.415, 2.763, 4.192], [-2.857, 1.697, 3.396], [-1.886, 1.266, 2.603], [0.210, -2.926, 2.389], [0.491, -4.015, 3.203], [-0.311, -3.178, 1.087], [-0.003, -4.253, 0.336], [-0.848, -4.275, -0.743], [-1.656, -3.148, -0.573], [-1.323, -2.482, 0.525], [2.306, -4.850, 5.892], [1.415, -5.924, 4.806], [0.570, -5.073, 6.097], [1.887, -2.351, 5.766], [1.287, -0.432, 4.367], [2.526, -0.648, 1.342], [4.094, 1.243, 1.196], [4.585, 3.639, 1.891], [3.245, 4.755, 2.177], [3.615, 4.217, 0.539], [0.963, 3.906, 2.374], [-0.347, 3.611, 4.196], [-2.970, 3.303, 4.938], [-3.822, 1.220, 3.376], [0.203, -5.003, 2.866], [0.802, -4.901, 0.636], [-0.882, -4.986, -1.548], [-2.443, -2.815, -1.224], [0.506, -1.320, -1.288], [1.907, -0.979, -1.631], [1.934, 0.810, -1.907], [0.780, 1.273, -2.784], [0.438, 2.759, -2.619], [0.016, 3.200, -1.220], [-1.427, 2.398, -0.468], [-0.971, 0.968, -0.293], [-2.517, 2.499, -1.877], [-3.164, 3.711, -2.068], [-4.004, 3.865, -3.160], [-4.198, 2.807, -4.039], [-3.554, 1.597, -3.825], [-2.702, 1.435, -2.741], [2.138, -1.478, -3.340], [3.369, -1.314, -3.963], [3.518, -1.708, -5.282], [2.445, -2.274, -5.963], [1.229, -2.451, -5.324], [1.069, -2.054, -4.001], [2.919, 1.065, -2.306], [1.854, 1.204, -0.895], [-0.086, 0.668, -2.523], [1.015, 1.079, -3.832], [-0.354, 3.012, -3.326], [1.306, 3.367, -2.896], [-0.249, 4.262, -1.207], [0.804, 3.054, -0.479], [-3.031, 4.519, -1.357], [-4.521, 4.803, -3.315], [-4.862, 2.926, -4.886], [-3.718, 0.764, -4.497], [-2.226, 0.484, -2.548], [4.205, -0.890, -3.418], [4.472, -1.582, -5.778], [2.565, -2.585, -6.993], [0.398, -2.901, -5.852], [0.133, -2.184, -3.472], [-3.962, 0.819, 0.647], [-4.749, -2.291, 2.119], [-3.598, -0.818, -0.515], [-2.731, -1.661, 3.270], [-4.400, -4.427, 1.589]], "lowdin_spin": [1.58, 0.00, 0.00, 0.00, 0.00, 0.01, 0.03, 0.00, 0.00, 0.00, 0.00, 0.00, 0.00, 0.00, 0.00, 0.01, 0.00, 0.01, 0.00, 0.00, 0.00, 0.00, 0.01, 0.00, 0.02, 0.00, 0.00, 0.00, 0.00, 0.00, 0.00, 0.00, 0.00, 0.00, 0.00, 0.00, 0.00, 0.00, 0.00, 0.00, 0.00, 0.00, 0.00, 0.00, 0.00, 0.00, 0.00, 0.00, 0.00, 0.00, 0.01, 0.02, 0.00, 0.00, 0.00, 0.00, 0.00, 0.00, 0.00, 0.00, 0.00, 0.00, 0.00, 0.00, 0.00, 0.00, 0.00, 0.00, 0.00, 0.00, 0.00, 0.00, 0.00, 0.00, 0.00, 0.00, 0.00, 0.00, 0.00, 0.00, 0.00, 0.00, 0.02, 0.03, 0.07, 0.13, 0.01], "multiplicity": 3, "total_energy_ev": -122838.57697}



| no. | maximum force (hartree/bohr) |
| --- | --- |
| 1 | 0.039 |
| 2 | 0.027 |